Record 1
Density functional theory data (ωB97M-V with the def2-TZVPD basis set) for a structure of composition C24H44P2Y in a non-equilibrium geometry.

Atoms and positions in Å:
Y 0.815 -0.381 -0.949
C -1.080 -0.031 3.460
C -0.599 1.201 2.934
C -2.879 1.131 2.611
C -2.494 -0.062 3.278
C -1.709 1.913 2.401
C -0.275 -1.094 4.097
H 0.791 -0.956 3.875
H -0.575 -2.091 3.741
H -0.389 -1.086 5.192
C -3.411 -1.147 3.692
H -2.919 -1.810 4.417
H -3.737 -1.760 2.832
H -4.317 -0.726 4.159
C -4.249 1.457 2.156
H -4.983 1.127 2.903
H -4.489 0.953 1.205
H -4.361 2.538 2.001
C -1.635 3.231 1.732
H -1.269 4.005 2.427
H -2.624 3.540 1.370
H -0.945 3.205 0.871
C 0.803 1.675 2.963
H 1.008 2.253 3.881
H 1.016 2.329 2.105
H 1.510 0.833 2.941
C 1.424 -2.209 -2.129
C 2.444 -2.068 -0.916
C 3.119 -0.718 -0.493
C 3.069 0.466 -1.548
C 1.874 1.417 -1.505
C 0.881 1.398 -2.619
C 0.198 0.091 -3.140
C 1.131 -1.156 -3.278
H 4.176 -0.989 -0.395
H 3.229 0.057 -2.559
H 2.830 -0.392 0.532
H 2.094 -0.865 -3.718
H 1.933 -2.964 -2.750
H 3.300 -2.721 -1.147
H 0.630 -1.794 -4.019
H -0.745 -0.165 -2.596
H 1.365 1.808 -3.527
H -0.124 0.321 -4.164
H 3.945 1.087 -1.291
H 2.156 2.406 -1.135
P 1.437 -3.497 -0.035
C 1.981 -5.179 0.041
C 0.778 -2.778 1.481
P -0.445 3.025 -2.603
C 0.278 -3.030 -1.404
C 0.864 4.287 -2.544
C -1.011 3.124 -4.331
H 1.129 -5.875 -0.014
H 2.511 -5.370 0.987
H 2.676 -5.409 -0.776
H 1.141 -1.745 1.635
H 1.127 -3.354 2.355
H -0.325 -2.752 1.470
H -0.294 2.666 -5.017
H -1.178 4.175 -4.596
H -1.969 2.597 -4.410
H -0.127 -3.822 -2.058
H -0.584 -2.384 -1.083
H 0.445 5.261 -2.832
H 1.706 4.018 -3.192
H 1.208 4.357 -1.503
C -1.548 -0.450 -0.473
H -1.690 0.629 -0.243
H -1.730 -1.016 0.462
H -2.315 -0.740 -1.210

Output
Total charge: +1
E_HOMO (spin up / spin down): -9.2 / -7.8 eV
Spin multiplicity: 1

Löwdin population analysis, charges in e, atoms 1 to 2: 1.2252, -0.2072

***

Record 2
Density functional theory data (ωB97M-V with the def2-TZVPD basis set) for a cluster of 7 separate species, C24H45B2ClI2N2O14S in total in a non-equilibrium geometry.

Atoms and positions in Å:
C 2.909 -3.039 3.615
C 2.659 -2.521 2.191
N 3.087 -1.114 2.071
C 2.010 -0.194 1.873
C 1.778 0.734 2.866
O 2.565 0.768 3.983
B 3.762 1.494 3.730
O 3.740 2.795 3.294
O 4.924 0.833 3.993
C 0.710 1.629 2.739
C 0.456 2.606 3.884
C -0.428 1.860 4.947
C -1.657 2.665 5.377
Cl 0.532 1.285 6.364
C -0.095 1.584 1.620
I -1.714 2.941 1.424
C 0.138 0.645 0.615
C 1.192 -0.232 0.759
S 1.475 -1.427 -0.517
C 0.867 -0.572 -1.959
C -0.147 0.339 -1.753
C -0.650 1.020 -2.834
C -0.169 0.812 -4.096
O -0.717 1.554 -5.128
B -1.831 0.964 -5.699
O -1.807 0.506 -7.002
O -3.034 0.803 -4.953
C 0.839 -0.121 -4.279
I 1.475 -0.393 -6.295
C 1.398 -0.827 -3.226
C 2.533 -1.810 -3.472
C 3.849 -1.188 -2.917
C 2.240 -3.251 -2.913
C 3.280 -3.788 -1.910
N -0.764 0.630 -0.497
O -1.837 -0.271 -0.215
C -3.069 0.319 -0.656
C -4.209 0.032 0.327
C -5.544 0.307 -0.388
O -4.081 -1.320 0.771
H 2.255 -2.547 4.348
H 3.932 -2.792 3.917
H 2.729 -4.117 3.685
H 3.310 -3.117 1.535
H 1.621 -2.694 1.882
H 3.825 -0.992 1.389
H 3.720 2.852 2.329
H 4.685 0.051 4.509
H 1.391 2.884 4.371
H -0.080 3.491 3.545
H -0.812 0.949 4.478
H -1.422 3.697 5.657
H -2.467 2.595 4.646
H -2.048 2.179 6.278
H -1.459 1.729 -2.671
H -2.151 -0.396 -7.010
H -3.163 -0.156 -4.938
H 2.725 -1.944 -4.536
H 3.910 -0.173 -3.339
H 4.724 -1.712 -3.312
H 3.855 -1.102 -1.832
H 1.256 -3.275 -2.429
H 2.201 -3.988 -3.724
H 3.460 -3.123 -1.065
H 4.243 -3.975 -2.403
H 2.969 -4.756 -1.496
H -2.979 1.393 -0.834
H -3.296 -0.132 -1.638
H -4.108 0.712 1.181
H -5.318 0.704 -1.388
H -6.109 1.091 0.122
H -6.137 -0.598 -0.543
H -3.694 -1.317 1.654
O 2.087 1.331 -9.151
H 1.125 1.367 -9.163
H 2.330 1.854 -8.380
O -3.406 3.516 -4.107
H -3.113 2.899 -4.785
H -3.958 4.147 -4.578
O -5.815 -2.173 3.277
H -6.697 -1.806 3.394
H -5.705 -2.227 2.319
O -1.698 -3.052 0.675
H -2.607 -3.303 0.862
H -1.784 -2.244 0.150
O 4.489 2.635 0.280
H 4.043 2.715 -0.570
H 4.911 3.492 0.407
O -4.249 1.150 6.964
H -4.292 0.318 6.481
H -3.897 0.902 7.826

Output
E_HOMO: -8.3 eV
Spin multiplicity: 1

Löwdin population analysis, charges in e, atoms 1 to 2: -0.0852, -0.2687

***

Record 3
Density functional theory data (ωB97M-V with the def2-TZVPD basis set) for the ion C24H45BrF5IN3O4P2 with charge +1 in a non-equilibrium geometry.

Atoms and positions in Å:
C 1.578 -3.719 -0.514
C 1.368 -3.294 0.745
N 1.095 -1.940 1.261
C -0.304 -1.927 1.835
C -1.396 -2.674 1.043
C -1.532 -2.582 -0.501
C -2.956 -2.147 -0.921
C -0.598 -0.585 2.540
I 0.353 -0.897 4.613
C -2.065 -0.396 2.962
C -3.105 -0.030 1.881
C -4.009 1.099 2.405
C -5.060 1.536 1.407
F -4.598 1.643 0.150
F -5.546 2.729 1.784
C -6.269 0.554 1.329
F -7.252 1.174 0.704
F -5.966 -0.482 0.565
F -6.663 0.158 2.505
N 0.099 0.612 2.084
N 0.206 1.585 3.037
C 0.946 0.640 0.886
C 2.102 1.695 0.902
C 1.670 3.207 0.856
C 2.913 3.990 1.382
C 3.011 5.414 0.781
P -0.094 1.418 -0.560
O -1.074 0.260 -1.199
Br -1.638 2.817 0.385
C 1.610 -0.746 0.458
O 1.434 -0.793 -0.925
C 2.549 -0.788 -1.822
C 2.030 -0.861 -3.294
C 1.477 -2.279 -3.534
C 1.106 0.322 -3.709
C -0.200 -0.214 -4.322
C 1.814 1.076 -4.892
P 3.526 -0.757 0.877
O 4.156 -2.243 0.577
O 3.605 -0.572 2.494
H 2.534 -4.194 -0.736
H 0.864 -3.685 -1.327
H 1.354 -4.057 1.524
H 1.651 -1.911 2.130
H -0.185 -2.588 2.692
H -1.262 -3.738 1.261
H -2.380 -2.482 1.462
H -1.475 -3.597 -0.910
H -0.756 -2.033 -1.033
H -3.703 -2.690 -0.337
H -3.104 -2.474 -1.952
H -3.131 -1.081 -0.819
H -2.369 -1.313 3.469
H -2.069 0.377 3.731
H -3.773 -0.892 1.773
H -2.715 0.169 0.887
H -3.358 1.937 2.666
H -4.505 0.828 3.337
H 1.126 1.878 3.325
H -0.494 2.312 3.027
H 2.680 1.649 1.823
H 2.694 1.622 -0.004
H 0.878 3.451 1.552
H 1.526 3.574 -0.157
H 2.895 4.022 2.476
H 3.826 3.450 1.105
H 3.591 5.338 -0.137
H 2.000 5.776 0.595
H 3.525 6.079 1.473
H -1.842 0.711 -1.592
H 3.184 -1.673 -1.763
H 3.157 0.117 -1.788
H 2.944 -0.802 -3.893
H 0.522 -2.458 -3.048
H 1.438 -2.496 -4.600
H 2.202 -2.996 -3.135
H 0.937 1.089 -2.956
H -0.849 0.605 -4.650
H 0.010 -0.779 -5.230
H -0.795 -0.811 -3.629
H 2.473 1.821 -4.440
H 2.330 0.394 -5.565
H 1.031 1.604 -5.438
H 4.788 -2.129 -0.149
H 4.285 0.075 2.728

Output
Total charge: +1
E_HOMO: -10.7 eV
Spin multiplicity: 1

Löwdin population analysis, charges in e, atoms 1 to 2: 0.0768, -0.0968

***

Record 4
Density functional theory data (ωB97M-V with the def2-TZVPD basis set) for a cluster of 15 separate species, C24H45Cl29O3 in total in a non-equilibrium geometry.

Atoms and positions in Å:
C 5.943 -0.540 0.131
C 5.045 -1.678 0.562
C 3.556 -1.575 0.160
Cl 3.218 0.048 -0.559
C 2.621 -1.746 1.303
O 3.005 -2.711 2.346
C 1.861 -2.794 3.083
O 1.813 -2.885 4.329
O 0.804 -2.781 2.252
C 1.298 -2.390 0.957
C 0.358 -1.867 -0.093
C -0.646 -0.743 0.201
C -0.401 0.027 1.475
C -2.115 -1.207 0.192
H 6.959 -0.830 0.372
H 5.910 -0.336 -0.924
H 5.748 0.354 0.696
H 5.434 -2.596 0.144
H 5.159 -1.773 1.629
H 3.331 -2.274 -0.625
H 2.453 -0.856 1.904
H 1.626 -3.331 0.503
H -0.234 -2.712 -0.388
H 0.957 -1.599 -0.942
H -0.556 -0.032 -0.610
H 0.566 0.488 1.522
H -0.597 -0.586 2.341
H -1.128 0.825 1.522
H -2.239 -2.207 -0.197
H -2.457 -1.142 1.212
H -2.667 -0.556 -0.453
C 8.204 2.091 -1.357
Cl 9.038 1.583 -2.831
Cl 6.474 2.325 -1.618
H 8.335 1.321 -0.605
H 8.633 3.027 -1.022
C 0.556 -2.520 -4.552
Cl 1.178 -1.054 -3.777
Cl 0.095 -3.780 -3.404
H -0.322 -2.251 -5.126
H 1.328 -2.917 -5.198
C 5.631 -3.903 3.623
Cl 7.062 -3.074 4.257
Cl 6.020 -5.041 2.329
H 5.164 -4.453 4.430
H 4.949 -3.167 3.227
C -3.586 -1.405 -3.613
Cl -2.229 -0.485 -2.932
Cl -3.043 -2.505 -4.894
H -4.120 -2.000 -2.870
H -4.275 -0.694 -4.043
C -2.098 -6.817 1.406
Cl -1.714 -6.570 -0.306
Cl -3.800 -6.505 1.747
H -1.881 -7.848 1.657
H -1.495 -6.141 1.998
C -6.763 -1.068 0.063
Cl -5.594 -0.187 1.041
Cl -6.042 -1.988 -1.276
H -7.282 -1.769 0.707
H -7.458 -0.356 -0.363
C 1.522 4.356 1.767
Cl 0.516 3.692 3.060
Cl 1.341 3.445 0.262
H 1.222 5.380 1.584
H 2.558 4.310 2.079
C -4.800 2.447 -1.584
Cl -5.347 4.033 -2.132
Cl -5.732 1.133 -2.324
H -3.760 2.321 -1.860
H -4.923 2.386 -0.510
C -0.659 -7.175 -4.174
Cl -1.190 -8.852 -4.344
Cl -0.876 -6.252 -5.663
H -1.244 -6.707 -3.392
H 0.393 -7.170 -3.916
C -1.417 6.835 0.450
Cl 0.139 7.106 -0.344
Cl -1.707 5.118 0.766
H -1.418 7.364 1.396
H -2.199 7.224 -0.194
C -5.923 9.043 -0.392
Cl -4.409 8.201 -0.021
Cl -7.312 7.956 -0.353
H -6.070 9.822 0.345
H -5.842 9.467 -1.385
C -6.774 -5.442 0.107
Cl -7.959 -4.985 -1.119
Cl -7.479 -6.505 1.334
H -5.961 -5.960 -0.385
H -6.407 -4.550 0.600
C 1.150 11.017 -0.120
Cl -0.146 10.351 0.879
Cl 1.969 12.369 0.668
H 1.875 10.234 -0.306
H 0.721 11.366 -1.050
C 4.100 1.242 4.003
Cl 5.255 2.568 4.178
Cl 3.114 1.419 2.543
H 4.648 0.309 3.939
H 3.442 1.237 4.864

Output
E_HOMO: -10.6 eV
Spin multiplicity: 1

Löwdin population analysis, charges in e, atoms 1 to 2: -0.1771, -0.2319

***

Record 5
Density functional theory data (ωB97M-V with the def2-TZVPD basis set) for a structure of composition C24H45ClP2Pr in a non-equilibrium geometry.

Atoms and positions in Å:
Pr 0.096 -0.569 -1.421
C -3.061 0.018 -0.922
C -2.941 1.343 -0.424
C -1.828 1.272 -2.431
C -2.411 -0.025 -2.198
C -2.113 2.090 -1.301
C -3.909 -1.057 -0.344
H -3.700 -1.169 0.730
H -3.707 -2.027 -0.819
H -4.988 -0.853 -0.468
C -2.304 -1.154 -3.183
H -3.130 -1.866 -3.051
H -1.359 -1.763 -3.115
H -2.338 -0.822 -4.237
C -1.174 1.667 -3.701
H -1.611 1.135 -4.560
H -0.096 1.444 -3.688
H -1.278 2.751 -3.879
C -1.622 3.481 -1.093
H -2.420 4.176 -0.807
H -1.168 3.890 -2.004
H -0.852 3.531 -0.303
C -3.676 1.877 0.739
H -4.712 2.142 0.466
H -3.212 2.791 1.120
H -3.724 1.146 1.548
C 1.755 -1.439 3.876
C 0.543 -1.220 4.400
C 0.227 -0.167 5.421
C 1.038 1.147 5.408
C 1.112 1.830 4.080
C 1.934 1.506 3.077
C 3.155 0.637 3.250
C 2.975 -0.615 4.149
H 0.367 -0.624 6.418
H 2.029 0.975 5.858
H -0.846 0.094 5.321
H 2.995 -0.319 5.205
H 1.943 -2.296 3.218
H -0.315 -1.855 4.102
H 3.845 -1.269 3.985
H 3.524 0.298 2.263
H 1.787 1.895 2.061
H 3.964 1.222 3.715
H 0.484 1.835 6.064
H 0.432 2.685 3.980
P -0.429 -3.294 -1.125
C -1.694 -4.237 -2.081
H -1.482 -5.311 -1.988
H -1.683 -3.955 -3.140
H -2.695 -4.032 -1.681
C 1.111 -4.080 -1.745
H 1.005 -5.167 -1.639
H 1.978 -3.736 -1.162
H 1.276 -3.826 -2.803
C -0.656 -4.245 0.436
H -0.503 -5.318 0.220
H -1.675 -4.100 0.821
H 0.060 -3.911 1.199
P 2.048 1.589 -2.141
C 1.808 3.419 -2.316
H 2.695 3.891 -2.791
H 1.670 3.869 -1.324
H 0.928 3.655 -2.926
C 3.703 1.690 -1.349
H 4.408 2.262 -1.978
H 4.094 0.675 -1.194
H 3.606 2.187 -0.375
C 2.558 1.218 -3.875
H 3.438 1.817 -4.140
H 1.746 1.437 -4.576
H 2.802 0.151 -3.960
Cl 0.174 -0.416 1.133

Output
Total charge: +1
⟨S²⟩: 2.01
E_HOMO (spin up / spin down): -9.9 / -9.9 eV
Spin multiplicity: 3

Löwdin population analysis, charges in e, atoms 1 to 2: 0.5529, -0.2368

***

Record 6
Density functional theory data (ωB97M-V with the def2-TZVPD basis set) for a structure of composition C24H45ClP2Y in a non-equilibrium geometry.

Atoms and positions in Å:
Y -1.101 0.292 0.540
C -3.191 1.499 0.968
C -2.899 1.345 2.350
C -1.046 2.414 1.439
C -2.075 2.295 0.390
C -1.538 1.705 2.601
C -4.216 0.687 0.214
H -4.236 -0.399 0.413
H -4.062 0.709 -0.864
H -5.238 1.037 0.395
C -1.710 2.212 -1.051
H -2.599 2.007 -1.656
H -0.937 1.438 -1.345
H -1.234 3.169 -1.297
C 0.418 2.659 1.192
H 0.520 3.629 0.681
H 0.962 1.939 0.522
H 1.027 2.665 2.110
C -0.728 1.238 3.762
H -1.369 0.989 4.611
H 0.014 1.974 4.076
H -0.180 0.311 3.547
C -3.828 0.732 3.349
H -4.481 1.425 3.928
H -3.300 0.138 4.104
H -4.499 0.033 2.836
C 0.259 -3.782 -0.887
C -0.888 -4.170 -0.345
C -1.025 -5.202 0.745
C 0.050 -5.191 1.922
C 0.606 -3.891 2.414
C 1.647 -3.218 1.930
C 2.380 -3.515 0.638
C 1.621 -4.269 -0.497
H -0.991 -6.256 0.368
H 0.862 -5.860 1.583
H -2.013 -5.015 1.204
H 1.492 -5.296 -0.123
H 0.265 -2.997 -1.655
H -1.799 -3.686 -0.744
H 2.304 -4.200 -1.374
H 2.710 -2.527 0.277
H 1.949 -2.313 2.502
H 3.301 -4.113 0.822
H -0.439 -5.618 2.828
H 0.063 -3.424 3.252
P -1.469 0.962 -4.593
C -2.552 2.047 -5.621
H -2.563 1.649 -6.650
H -2.136 3.068 -5.619
H -3.571 2.055 -5.202
C -0.006 1.112 -5.706
H -0.328 0.896 -6.739
H 0.773 0.403 -5.390
H 0.380 2.142 -5.647
C -2.098 -0.633 -5.262
H -2.137 -0.569 -6.359
H -3.105 -0.822 -4.866
H -1.432 -1.451 -4.955
P 3.798 2.554 1.197
C 4.234 3.056 2.920
H 5.303 3.323 2.941
H 4.039 2.220 3.609
H 3.627 3.927 3.212
C 5.252 1.469 0.909
H 6.159 2.039 1.165
H 5.279 1.184 -0.153
H 5.177 0.567 1.534
C 4.524 4.039 0.378
H 5.587 4.095 0.669
H 3.985 4.941 0.712
H 4.433 3.922 -0.714
Cl -1.984 -1.799 1.552

Output
Total charge: +1
E_HOMO: -11.1 eV
Spin multiplicity: 1

Löwdin population analysis, charges in e, atoms 1 to 2: 1.2518, -0.2607

***

Repeat the third record exactly.
Density functional theory data (ωB97M-V with the def2-TZVPD basis set) for the ion C24H45BrF5IN3O4P2 with charge +1 in a non-equilibrium geometry.

Atoms and positions in Å:
C 1.578 -3.719 -0.514
C 1.368 -3.294 0.745
N 1.095 -1.940 1.261
C -0.304 -1.927 1.835
C -1.396 -2.674 1.043
C -1.532 -2.582 -0.501
C -2.956 -2.147 -0.921
C -0.598 -0.585 2.540
I 0.353 -0.897 4.613
C -2.065 -0.396 2.962
C -3.105 -0.030 1.881
C -4.009 1.099 2.405
C -5.060 1.536 1.407
F -4.598 1.643 0.150
F -5.546 2.729 1.784
C -6.269 0.554 1.329
F -7.252 1.174 0.704
F -5.966 -0.482 0.565
F -6.663 0.158 2.505
N 0.099 0.612 2.084
N 0.206 1.585 3.037
C 0.946 0.640 0.886
C 2.102 1.695 0.902
C 1.670 3.207 0.856
C 2.913 3.990 1.382
C 3.011 5.414 0.781
P -0.094 1.418 -0.560
O -1.074 0.260 -1.199
Br -1.638 2.817 0.385
C 1.610 -0.746 0.458
O 1.434 -0.793 -0.925
C 2.549 -0.788 -1.822
C 2.030 -0.861 -3.294
C 1.477 -2.279 -3.534
C 1.106 0.322 -3.709
C -0.200 -0.214 -4.322
C 1.814 1.076 -4.892
P 3.526 -0.757 0.877
O 4.156 -2.243 0.577
O 3.605 -0.572 2.494
H 2.534 -4.194 -0.736
H 0.864 -3.685 -1.327
H 1.354 -4.057 1.524
H 1.651 -1.911 2.130
H -0.185 -2.588 2.692
H -1.262 -3.738 1.261
H -2.380 -2.482 1.462
H -1.475 -3.597 -0.910
H -0.756 -2.033 -1.033
H -3.703 -2.690 -0.337
H -3.104 -2.474 -1.952
H -3.131 -1.081 -0.819
H -2.369 -1.313 3.469
H -2.069 0.377 3.731
H -3.773 -0.892 1.773
H -2.715 0.169 0.887
H -3.358 1.937 2.666
H -4.505 0.828 3.337
H 1.126 1.878 3.325
H -0.494 2.312 3.027
H 2.680 1.649 1.823
H 2.694 1.622 -0.004
H 0.878 3.451 1.552
H 1.526 3.574 -0.157
H 2.895 4.022 2.476
H 3.826 3.450 1.105
H 3.591 5.338 -0.137
H 2.000 5.776 0.595
H 3.525 6.079 1.473
H -1.842 0.711 -1.592
H 3.184 -1.673 -1.763
H 3.157 0.117 -1.788
H 2.944 -0.802 -3.893
H 0.522 -2.458 -3.048
H 1.438 -2.496 -4.600
H 2.202 -2.996 -3.135
H 0.937 1.089 -2.956
H -0.849 0.605 -4.650
H 0.010 -0.779 -5.230
H -0.795 -0.811 -3.629
H 2.473 1.821 -4.440
H 2.330 0.394 -5.565
H 1.031 1.604 -5.438
H 4.788 -2.129 -0.149
H 4.285 0.075 2.728

Output
Total charge: +1
E_HOMO: -10.7 eV
Spin multiplicity: 1

Löwdin population analysis, charges in e, atoms 1 to 2: 0.0768, -0.0968